(1)
DFT (ωB97M-V/def2-TZVPD) results for a structure of composition C8H21CuNO4.

XYZ file:
```
35
Properties=species:S:1:pos:R:3:nbo_charge:R:1
Cu 0.727 0.475 -0.452 0.810
C 4.766 1.647 1.317 -0.234
O 4.023 1.699 0.141 -0.967
H 4.780 2.600 1.845 0.086
H 4.202 0.941 1.928 0.097
H 5.794 1.327 1.147 0.098
C -0.022 -0.215 -4.832 -0.243
O 0.885 0.347 -3.887 -0.974
H -1.019 -0.454 -4.461 0.089
H -0.197 0.452 -5.676 0.100
H 0.457 -1.115 -5.218 0.107
C -2.324 2.433 -1.081 -0.257
O -1.845 1.335 -0.235 -0.563
C -2.188 1.438 1.085 -0.048
C -1.844 0.274 1.982 -0.244
N -0.438 0.071 2.161 -0.635
C -0.102 -1.321 2.462 -0.241
C -0.214 -2.239 1.294 -0.069
O 0.560 -1.824 0.179 -0.580
C 0.513 -2.769 -0.892 -0.260
H -3.218 2.081 -1.596 0.180
H -1.657 2.741 -1.886 0.225
H -2.525 3.340 -0.512 0.173
H -3.264 1.593 1.164 0.157
H -1.679 2.254 1.599 0.153
H -2.304 -0.560 1.451 0.190
H -2.332 0.332 2.955 0.175
H -0.209 0.680 2.933 0.369
H -0.717 -1.680 3.287 0.170
H 0.947 -1.347 2.756 0.220
H -1.253 -2.395 1.003 0.164
H 0.240 -3.166 1.645 0.178
H 1.146 -2.315 -1.655 0.239
H -0.523 -2.861 -1.218 0.168
H 0.833 -3.799 -0.732 0.167
```

Summary:
LUMO   2.380 eV
DFT total energy   -2313.3519 hartree
M   258.80 g/mol
Energy relative to the best compared isomer or geometry (same formula, charge and spin)   3.650 eV
Net charge   -1

=====

(2)
DFT (ωB97M-V/def2-TZVPD) results for a structure of composition C8H21GdNOP2.

XYZ file:
```
34
Properties=species:S:1:pos:R:3:mulliken_spin:R:1
Gd -0.201 -0.166 -0.180 6.637
H 1.118 1.279 1.455 0.002
H 0.573 1.207 2.043 -0.001
P 2.438 -0.626 -0.525 0.022
P -2.700 -0.233 0.578 0.065
C -3.719 0.563 -0.684 -0.002
H -4.777 0.392 -0.465 0.001
H -3.504 1.635 -0.703 0.000
H -3.451 0.170 -1.673 -0.001
C -3.035 -2.014 0.525 0.008
H -2.411 -2.556 1.249 0.002
H -4.092 -2.187 0.759 -0.002
H -2.793 -2.425 -0.462 0.005
C -3.085 0.356 2.241 0.000
H -2.863 1.429 2.301 0.000
H -4.143 0.166 2.485 0.000
H -2.428 -0.145 2.970 -0.001
C 2.581 -2.428 -0.854 0.007
H 3.599 -2.780 -1.050 -0.001
H 2.185 -2.989 0.000 0.001
H 1.944 -2.688 -1.704 -0.002
C 3.181 0.162 -2.004 0.001
H 3.190 1.251 -1.868 -0.001
H 4.204 -0.173 -2.240 0.000
H 2.539 -0.039 -2.870 -0.001
C 3.639 -0.344 0.841 0.000
H 3.275 -0.843 1.753 -0.001
H 4.669 -0.705 0.652 -0.001
H 3.690 0.731 1.073 0.000
C -0.196 1.368 -1.963 0.011
O -0.312 2.250 -2.691 0.008
H -0.480 -1.605 -1.383 0.256
N -1.547 3.241 0.356 0.004
C -1.329 2.081 0.274 -0.017
```

Summary:
LUMO (spin up / spin down)   -4.492 / -4.733 eV
DFT total energy   -1895.3928 hartree
⟨S²⟩   16.063
2S+1   8
M   366.46 g/mol
Energy relative to the best compared isomer or geometry (same formula, charge and spin)   1.058 eV
Net charge   +1

=====

(3)
DFT (ωB97M-V/def2-TZVPD) results for a structure of composition C8H21IIrNO3P2.

XYZ file:
```
37
Properties=species:S:1:pos:R:3:mulliken_spin:R:1
C -0.433 0.028 -1.712 -0.003
I 2.424 -0.010 0.923 0.939
H 0.527 0.045 -2.238 0.026
H -1.031 0.903 -1.985 0.010
H -1.011 -0.851 -2.020 0.018
Ir -0.218 0.045 0.310 0.832
P 0.235 2.335 0.012 0.161
C -1.159 3.268 0.730 0.047
C 1.686 3.228 0.750 0.030
H 1.685 4.264 0.385 0.007
H 0.667 4.051 -1.693 0.004
H 2.619 2.745 0.440 0.005
H 1.130 2.415 -2.229 0.000
H -1.322 2.890 1.746 0.003
H 1.644 3.244 1.843 -0.004
C 0.369 2.996 -1.702 0.020
H -0.939 4.342 0.764 0.016
H -0.587 2.906 -2.225 -0.001
H -2.059 3.099 0.134 0.000
P 0.331 -2.340 -0.118 0.274
C -1.108 -3.362 0.370 0.070
C 0.706 -2.846 -1.846 0.017
H 2.640 -2.597 0.601 0.006
H 1.843 -4.197 0.487 0.011
H 1.526 -3.116 1.881 -0.006
C 1.715 -3.153 0.803 0.058
H 1.538 -2.238 -2.230 0.001
H 0.984 -3.912 -1.890 0.011
H -1.054 -4.328 -0.159 0.020
H -2.075 -2.881 0.153 0.005
H -0.184 -2.677 -2.466 -0.001
H -1.039 -3.514 1.460 0.004
C -2.078 0.161 0.762 -0.017
O -3.224 0.271 0.903 0.068
O -2.248 -0.457 3.866 1.005
N -1.487 0.062 3.054 0.800
O -1.017 -0.820 2.136 0.565
```

Summary:
LUMO (spin up / spin down)   -12.473 / -15.607 eV
DFT total energy   -1681.1960 hartree
⟨S²⟩   8.790
2S+1   6
M   560.33 g/mol
Energy relative to the best compared isomer or geometry (same formula, charge and spin)   1.089 eV
Net charge   +3

=====

(4)
DFT (ωB97M-V/def2-TZVPD) results for a structure of composition C8H21INO4P2Zr.

XYZ file:
```
38
Properties=species:S:1:pos:R:3:nbo_charge:R:1
C 0.536 -0.056 -3.087 -0.612
I -1.668 -0.844 -2.531 0.381
H 1.262 -0.108 -2.236 0.186
H 0.416 0.985 -3.442 0.272
H 0.916 -0.676 -3.929 0.316
Zr -0.243 -0.009 -0.204 1.747
P 0.064 2.628 -0.276 0.748
C -1.552 3.403 -0.440 -0.930
C 0.614 3.322 1.314 -0.912
H 0.843 4.386 1.165 0.293
H 0.965 4.673 -1.227 0.294
H 1.509 2.797 1.666 0.270
H 2.162 3.345 -1.268 0.279
H -2.179 3.172 0.422 0.259
H -0.181 3.223 2.062 0.254
C 1.102 3.595 -1.404 -0.907
H -1.416 4.481 -0.525 0.302
H 0.807 3.338 -2.427 0.249
H -2.034 3.009 -1.335 0.256
P 0.065 -2.672 0.102 0.814
C -1.548 -3.466 0.017 -0.933
C 1.075 -3.715 -0.974 -0.925
H 1.531 -2.570 2.000 0.264
H 0.884 -4.214 1.696 0.289
H -0.140 -2.955 2.492 0.267
C 0.636 -3.146 1.744 -0.933
H 2.123 -3.396 -0.921 0.274
H 1.004 -4.770 -0.672 0.293
H -1.393 -4.547 0.063 0.300
H -2.026 -3.183 -0.923 0.239
H 0.721 -3.596 -2.003 0.254
H -2.182 -3.139 0.844 0.258
C -1.869 -0.047 1.457 0.443
O -2.840 -0.048 2.092 -0.214
O -0.386 -0.607 3.166 -0.244
N 0.483 0.186 2.837 0.720
O 0.960 1.143 3.394 -0.113
O 0.977 0.079 1.291 -0.796
```

Summary:
LUMO   -13.651 eV
DFT total energy   -1699.3304 hartree
M   475.34 g/mol
Net charge   +3

=====

(5)
DFT (ωB97M-V/def2-TZVPD) results for the ion C8H21N2O7P2 with charge +1.

XYZ file:
```
40
Properties=species:S:1:pos:R:3:nbo_charge:R:1
N -3.244 -1.145 -0.870 -0.832
C -2.625 -1.215 0.419 0.263
O -2.182 -2.536 0.594 -0.499
C -1.704 -2.713 1.907 -0.097
C -0.487 -1.835 2.141 -0.260
N -0.856 -0.369 1.911 -0.593
P 0.522 0.810 2.308 0.365
P 2.311 -0.448 2.003 2.117
O 2.381 -1.456 3.064 -1.045
O 3.448 0.668 1.900 -0.979
O 2.246 -1.041 0.535 -1.007
C -1.420 -0.255 0.487 -0.111
C -1.783 1.168 0.044 -0.093
O -1.445 1.350 -1.306 -0.498
C -0.107 1.750 -1.496 0.248
O 0.170 1.535 -2.835 -0.495
C 1.428 2.021 -3.263 -0.096
C 2.693 1.251 -2.758 -0.101
O 2.386 -0.004 -2.130 -0.760
H -3.704 -2.026 -1.064 0.398
H -3.934 -0.410 -0.936 0.378
H -3.297 -0.968 1.273 0.127
H -1.418 -3.757 2.046 0.242
H -2.495 -2.485 2.641 0.179
H -0.097 -1.952 3.153 0.260
H 0.284 -2.065 1.406 0.246
H -1.587 -0.168 2.598 0.430
H 0.558 1.401 1.040 -0.018
H 3.311 1.489 2.382 0.526
H 2.531 -0.450 -0.189 0.549
H -0.639 -0.677 -0.158 0.258
H -2.866 1.319 0.130 0.213
H -1.316 1.934 0.676 0.180
H 0.569 1.150 -0.869 0.117
H 0.000 2.818 -1.225 0.139
H 1.375 1.986 -4.352 0.212
H 1.533 3.075 -2.968 0.174
H 3.348 1.090 -3.618 0.195
H 3.250 1.866 -2.044 0.170
H 2.863 -0.706 -2.579 0.498
```

Summary:
LUMO   -3.586 eV
DFT total energy   -1636.1144 hartree
SMILES   N[C@H]1OCC[N@@H+](PP(=O)(O)O)[C@@H]1COCOCCO
M   319.21 g/mol
Net charge   +1

=====

(6)
DFT (ωB97M-V/def2-TZVPD) results for a cluster of 2 separate species, C8H21N4OS in total.

XYZ file:
```
35
Properties=species:S:1:pos:R:3:nbo_charge:R:1
C 0.808 0.442 -1.214 -0.433
C 0.896 -1.315 0.633 -0.440
C -0.685 0.591 -0.789 -0.298
C -0.602 -0.947 0.961 -0.252
C 1.577 -0.055 0.018 -0.066
C 4.239 1.158 1.201 -0.650
C -4.997 -1.302 -0.769 -0.423
C 4.024 0.848 -0.293 -0.243
N -3.502 1.591 -0.472 -1.123
N -1.166 -0.648 -0.351 -0.445
N -4.519 -0.687 0.473 -0.800
N 2.979 -0.215 -0.422 -0.495
O -3.138 0.863 1.916 -0.865
S -3.373 0.492 0.551 2.020
H 0.909 -0.468 -1.870 0.204
H 1.311 1.318 -1.789 0.236
H 1.444 -1.605 1.600 0.225
H 0.833 -2.215 -0.032 0.237
H -0.980 1.415 -0.083 0.215
H -1.318 0.839 -1.671 0.214
H -1.042 -1.700 1.442 0.205
H -0.578 -0.142 1.669 0.187
H 1.599 0.809 0.744 0.228
H 3.583 1.828 1.668 0.235
H 4.428 0.274 1.840 0.225
H 5.213 1.710 1.235 0.252
H -5.064 -0.437 -1.382 0.222
H -4.423 -2.142 -1.122 0.215
H -6.035 -1.556 -0.704 0.230
H 5.011 0.569 -0.643 0.243
H 3.886 1.733 -0.874 0.239
H -3.432 1.636 -1.501 0.434
H -4.248 -1.232 1.252 0.400
H 3.432 -0.925 0.150 0.435
H 2.931 -0.527 -1.373 0.432
```

Summary:
LUMO (spin up / spin down)   -3.402 / -3.197 eV
DFT total energy   -1009.4283 hartree
M   221.35 g/mol
Energy relative to the best compared isomer or geometry (same formula, charge and spin)   0.275 eV
Net charge   +1

=====

(7)
DFT (ωB97M-V/def2-TZVPD) results for a structure of composition C8H22Br4O7.

XYZ file:
```
41
Properties=species:S:1:pos:R:3:nbo_charge:R:1
Br 2.096 0.158 -0.812 0.125
C 0.796 -0.054 0.601 -0.475
C 0.078 -1.377 0.459 -0.449
Br -1.605 -1.589 1.523 0.035
H 0.178 0.843 0.550 0.232
H 1.297 0.039 1.565 0.263
H 0.631 -2.312 0.545 0.241
H -0.327 -1.385 -0.553 0.238
Br -2.439 -1.208 5.522 -0.072
C -0.940 -0.934 4.184 -0.429
C 0.312 -1.850 4.371 -0.421
Br 1.785 -1.326 3.111 -0.005
H -0.714 0.130 4.259 0.209
H -1.394 -1.023 3.197 0.203
H 0.170 -2.921 4.225 0.227
H 0.757 -1.711 5.356 0.227
C -1.263 1.759 -4.340 -0.629
C -1.059 0.821 -3.104 0.052
C 0.300 0.688 -2.561 -0.129
O 0.203 1.222 -1.264 -0.514
C -1.020 1.638 -0.999 1.022
O -1.482 2.200 -0.019 -0.563
O -1.800 1.413 -2.053 -0.459
H -2.062 1.343 -4.954 0.237
H -0.274 1.814 -4.794 0.213
H -1.231 2.754 -3.897 0.234
H -1.573 -0.101 -3.377 0.194
H 0.957 1.377 -3.092 0.203
H 0.762 -0.298 -2.620 0.241
O 3.411 -1.069 -2.435 -0.914
H 2.964 -0.716 -1.666 0.344
H 2.707 -1.267 -3.053 0.425
O 1.147 1.670 2.810 -0.972
H 0.314 1.213 2.698 0.483
H 0.933 2.594 2.688 0.461
O 0.184 -2.251 -2.014 -0.941
H -0.321 -2.770 -2.640 0.486
H 1.074 -2.249 -2.368 0.477
O -1.072 1.204 1.656 -0.997
H -1.431 1.719 2.379 0.462
H -1.049 1.811 0.917 0.432
```

Summary:
LUMO   -0.222 eV
DFT total energy   -11140.3794 hartree
M   549.87 g/mol
Energy relative to the best compared isomer or geometry (same formula, charge and spin)   9.121 eV
Net charge   0